(1)
Below is a structure of composition C44H51Br6N5O19 in a non-equilibrium geometry, with properties calculated with the ωB97M-V functional and the def2-TZVPD basis.

As for the lowest unoccupied orbital energy: -1.41 eV. Its HOMO energy is -9.57 eV. For the largest force on an atom, the calculation gives 0.0495 Eh/bohr. The total energy is -513049.003 eV. The value obtained for the orbital gap is 0.300 Ha. The charge is 0.

Geometry as XYZ:
```
125
Properties=species:S:1:pos:R:3:mulliken_charge:R:1
Br -2.173 5.944 2.892 -0.021
Br -2.864 2.826 3.385 0.051
Br 0.480 -3.543 -4.669 -0.080
Br -0.272 4.070 4.757 -0.007
Br -1.856 -2.320 -2.895 0.163
Br -2.524 -3.962 -5.616 -0.044
O 3.642 -0.359 6.510 -0.337
O -6.677 2.262 -2.486 -0.390
O 1.747 -3.493 1.049 -0.271
O -6.648 -4.311 0.892 -0.634
O 1.496 0.754 2.651 -0.631
O 8.113 -3.683 4.833 -0.600
O 9.025 -1.980 3.903 -0.588
O -4.525 -4.650 0.709 -0.593
O 5.004 2.957 -1.284 -0.631
O -5.395 2.110 -4.182 -0.347
O -0.948 2.730 -3.987 -0.657
O -4.770 1.099 -2.249 -0.504
O 0.125 -2.524 2.056 -0.362
O 5.570 1.086 -0.385 -0.619
O 2.579 0.014 0.951 -0.587
O -0.647 0.805 -4.880 -0.268
O 1.551 -0.249 7.323 -0.574
O 3.381 -0.023 8.613 -0.394
O 0.014 -2.802 -0.200 -0.485
N 1.617 0.553 1.464 1.328
N -0.683 2.012 -4.934 1.220
N -5.491 -3.917 0.856 1.042
N 8.134 -2.792 4.016 0.964
N 4.944 1.744 -1.184 0.987
C -5.517 1.783 -2.896 0.700
C 7.000 -2.663 3.110 0.124
C -1.465 2.258 0.149 -0.309
C 2.933 -0.956 -2.763 -0.673
C 2.587 0.024 9.798 -0.186
C -1.531 1.732 -1.127 -0.707
C 0.572 -2.915 0.868 0.857
C 2.141 -1.391 10.194 -1.111
C 5.772 -3.222 3.450 -0.581
C -0.210 4.765 -7.413 -0.442
C -3.860 -0.609 0.553 0.218
C -0.555 2.710 -6.203 0.013
C 4.643 -2.918 2.700 -0.327
C -4.834 0.208 1.117 -1.153
C -7.116 1.969 -1.168 -0.571
C -4.254 2.275 -6.289 -1.414
C -6.000 -0.312 1.650 -1.012
C 4.059 1.057 -2.119 -0.576
C -4.072 -1.971 0.469 -0.216
C -0.650 0.726 -1.520 -0.606
C -5.256 -2.472 0.985 0.354
C 5.976 -1.560 1.236 -0.258
C 2.368 -0.296 -3.835 -0.035
C -1.077 -1.736 2.147 0.870
C 0.528 0.948 0.576 -1.409
C -0.238 4.071 -8.618 -0.460
C -0.454 1.819 0.995 -0.516
C 3.772 -0.277 -1.884 1.141
C 7.100 -1.875 1.974 -0.720
C 2.739 -0.210 7.476 0.746
C 3.168 -0.058 5.212 -0.652
C 3.472 1.721 -3.197 -0.590
C 2.388 -4.046 -0.099 -0.434
C -6.231 -1.681 1.567 -0.694
C -0.413 2.002 -7.394 -0.302
C -0.315 2.689 -8.598 -0.470
C -4.179 1.795 -4.844 0.463
C -2.079 4.450 4.121 -0.388
C 4.731 -2.071 1.603 0.433
C 0.403 0.395 -0.681 1.001
C -2.177 -2.548 2.830 -1.522
C 2.711 1.028 -4.114 -0.789
C -0.282 4.076 -6.219 -0.563
C -1.316 -2.818 -4.661 0.235
H 2.332 -0.695 4.919 0.268
H 2.666 -1.974 -2.511 0.216
H -4.216 3.354 -6.439 0.331
H -4.700 1.283 1.071 0.914
H -2.368 -3.492 2.320 0.358
H -0.244 2.140 -9.527 0.401
H -8.192 2.128 -1.175 0.299
H 2.414 -3.262 -0.852 -0.004
H 3.865 -1.765 1.032 -0.179
H -2.654 4.676 5.007 0.376
H 3.712 2.776 -3.267 0.513
H -1.290 -1.878 -5.196 -0.247
H 3.943 -0.050 4.454 0.343
H 4.156 -0.782 -1.010 -0.052
H -0.411 4.638 -5.303 0.384
H -3.046 -0.109 0.045 0.103
H 2.335 1.504 -5.009 0.609
H -6.698 2.719 -0.496 0.268
H 2.711 0.937 5.169 0.328
H -2.140 3.037 0.472 0.546
H 8.072 -1.441 1.776 0.446
H 3.356 -4.427 0.205 0.249
H -3.868 0.755 -4.761 0.288
H 2.948 -2.120 10.222 0.308
H 1.641 -1.319 11.162 0.360
H -2.391 1.958 -1.747 0.321
H -3.372 -2.643 -0.010 0.568
H -0.750 0.293 -2.500 0.789
H -0.486 0.922 -7.402 0.428
H 3.703 -3.275 3.101 0.541
H 5.681 -3.860 4.318 0.422
H -1.404 -1.284 1.213 -0.391
H 1.185 -0.219 -1.112 0.486
H -3.069 -1.922 2.823 0.344
H 6.029 -0.817 0.450 0.381
H -0.273 5.844 -7.384 0.373
H -5.209 1.983 -6.730 0.404
H -1.848 -2.750 3.848 0.472
H -3.405 1.836 -6.813 0.353
H -0.440 2.313 1.959 0.218
H 3.195 0.453 10.587 0.307
H -0.761 -0.970 2.859 0.188
H -0.281 4.566 -9.579 0.393
H 1.719 0.656 9.618 0.289
H -3.345 2.371 -4.429 -0.105
H 1.825 -4.890 -0.501 0.356
H 1.407 -1.787 9.492 0.316
H 1.790 -0.845 -4.567 0.334
H -7.078 -2.155 2.043 0.496
H -6.912 0.949 -0.853 0.236
H -6.765 0.385 1.965 0.458
```

(2)
Below is a structure of composition C4H8F3IrO5S in a non-equilibrium geometry, with properties calculated with the ωB97M-V functional and the def2-TZVPD basis.

As for the lowest unoccupied orbital energy (spin up / spin down): -8.72 / -11.81 eV. Its HOMO energy (spin up / spin down) is -18.39 / -19.36 eV. For the largest force on an atom, the calculation gives 0.1083 Eh/bohr. The energy above the lowest of the compared OMol25 structures with the same formula, charge and spin is 0.6112 eV. The total energy is -36315.072 eV. The value obtained for the orbital gap (spin up / spin down) is 0.355 / 0.277 Ha. The charge is +2. As for the spin multiplicity: 5.

Geometry as XYZ:
```
22
Properties=species:S:1:pos:R:3:mulliken_charge:R:1
Ir -1.900 0.079 0.963 1.567
S 1.284 0.184 0.820 1.011
F 0.036 1.846 -0.737 -0.211
F 1.945 1.196 -1.492 -0.162
F 1.862 2.642 0.106 -0.155
O -2.198 -0.287 -0.884 -0.297
O -0.134 0.123 1.433 -0.602
O 1.719 -1.014 0.145 -0.476
O 2.245 0.704 1.936 -0.192
O -2.901 -1.531 0.822 -0.536
C -3.009 -1.450 -0.526 -0.161
C -2.032 0.053 -2.243 -0.610
C 3.376 -0.115 2.357 -0.674
C 1.291 1.589 -0.424 0.770
H -2.071 1.145 -2.308 0.293
H 4.204 0.054 1.663 0.357
H -2.568 -2.326 -1.041 0.388
H -2.797 -0.447 -2.854 0.400
H -4.026 -1.254 -0.919 0.386
H 3.597 0.235 3.367 0.257
H -1.031 -0.249 -2.583 0.263
H 3.109 -1.175 2.400 0.384
```

(3)
Below is a cluster of 4 separate species, C23H37ClO16P4S in total in a non-equilibrium geometry, with properties calculated with the ωB97M-V functional and the def2-TZVPD basis.

As for the lowest unoccupied orbital energy: -2.32 eV. Its HOMO energy is -8.72 eV. Its structure (SMILES) is CC1=C(Cl)C(=O)C([PH2]=S)=C(OC(=O)c2ccccc2)C1=O.COP(=O)(OC)OC.COP(=O)(OC)OC.COP(=O)(OC)OC. For the largest force on an atom, the calculation gives 0.1079 Eh/bohr. The total energy is -117722.418 eV. The value obtained for the orbital gap is 0.235 Ha. The charge is 0.

Geometry as XYZ:
```
82
Properties=species:S:1:pos:R:3:mulliken_charge:R:1
Cl 6.049 -4.127 0.356 -0.177
S 1.556 1.466 -0.388 -0.239
P 3.337 1.195 0.337 0.032
P -2.114 -2.375 7.860 0.996
P -1.472 -0.604 -6.777 1.025
P -0.287 4.952 -4.119 0.787
O -3.199 -1.227 8.106 -0.336
O -0.098 3.379 -4.325 -0.007
O 3.098 -2.453 4.418 -0.507
O -0.826 -1.557 7.375 -0.187
O -2.404 -1.209 -7.930 -0.337
O -1.227 0.898 -7.259 -0.383
O 4.111 -1.770 -0.815 -0.549
O 2.709 0.415 3.319 -0.430
O 0.970 -0.340 4.712 -0.430
O -2.493 -0.430 -5.553 -0.241
O -0.251 -1.381 -6.465 -0.680
O -1.587 5.279 -4.994 -0.282
O -0.326 5.412 -2.713 -0.694
O -2.537 -3.467 6.954 -0.674
O 0.899 5.576 -5.000 -0.371
O -1.713 -2.821 9.345 -0.321
C -0.651 -1.412 0.078 -0.467
C 1.046 2.781 -3.723 -0.669
C -3.703 -0.560 6.957 -0.574
C 3.304 -0.696 2.598 0.074
C -3.111 -1.614 -5.075 -0.728
C 5.248 -4.313 3.513 -1.135
C -1.819 -2.163 -8.806 -0.640
C 4.918 -2.960 1.226 0.147
C -1.983 0.695 1.083 -0.516
C 0.398 -2.276 7.327 -0.686
C 4.607 -3.122 2.620 0.241
C 3.611 -0.454 1.213 0.158
C 1.335 -0.040 3.549 0.151
C -1.833 -0.418 -0.009 -0.331
C -2.163 -4.095 9.785 -0.649
C 0.364 -1.302 1.250 0.025
C -2.781 5.596 -4.292 -0.670
C 3.580 -2.088 3.322 0.653
C -0.482 1.743 -6.389 -0.599
C 0.840 6.974 -5.237 -0.753
C -0.931 0.792 2.242 -0.485
C 4.223 -1.733 0.436 0.501
C 0.273 -0.208 2.348 0.654
H 0.029 7.197 -5.934 0.285
H -1.091 1.655 2.984 0.328
H 4.355 -4.744 4.104 0.265
H -4.156 0.381 7.273 0.242
H -3.026 4.812 -3.573 0.309
H 3.675 2.270 1.253 0.104
H -3.844 -1.968 -5.804 0.287
H 6.063 -3.921 4.207 0.279
H 1.227 1.817 -4.200 0.387
H -1.594 -3.080 -8.258 0.289
H -1.658 -4.881 9.220 0.293
H -4.465 -1.176 6.475 0.257
H 4.259 1.301 -0.780 0.120
H -2.571 -0.525 -0.872 0.324
H 0.274 -3.217 6.786 0.346
H -3.245 -4.185 9.668 0.307
H 0.747 -2.478 8.343 0.346
H 0.683 7.519 -4.303 0.342
H -0.782 1.601 -5.351 0.396
H -2.904 -0.339 6.246 0.248
H 1.224 -2.051 1.276 0.259
H -1.909 -4.204 10.841 0.230
H -3.627 -1.387 -4.142 0.240
H -2.368 -2.393 -4.890 0.351
H -2.666 6.552 -3.779 0.285
H -0.908 -1.764 -9.258 0.304
H -2.875 1.417 0.999 0.314
H 5.627 -5.171 2.855 0.364
H -0.467 -2.238 -0.694 0.318
H -0.669 2.780 -6.666 0.200
H -3.594 5.682 -5.015 0.246
H 1.783 7.293 -5.680 0.267
H 0.863 2.620 -2.659 0.143
H 1.932 3.406 -3.854 0.288
H -2.536 -2.393 -9.595 0.231
H 0.585 1.534 -6.496 0.334
H 1.142 -1.667 6.814 0.175
```